(a)
Density functional theory data (wB97M-V/def2-TZVPD) for a 2-piece molecular cluster, C5H13N2O overall.

The HOMO energy comes out at -12.9 eV. The LUMO energy comes out at -3.2 eV. For the HOMO-LUMO gap, the calculation gives 9.7 eV. The charge is +1.

Bonds (Å) are listed after each position.
Atoms and positions in Å:
1 C -0.79 -0.37 -1.68  C2 1.593, N7 1.453, H8 1.117, H9 1.065
2 C -1.71 -0.15 -0.39  C1 1.593, C3 1.462, H10 1.088, H11 1.120
3 C -1.12 -0.41 0.92  C2 1.462, C4 1.375, N6 1.447
4 C -1.35 -1.48 1.76  C3 1.375, H12 1.147, H13 1.129
5 C 0.46 0.71 2.30  N6 1.295, H14 1.095, H15 1.120
6 N 0.10 0.35 1.11  C3 1.447, C5 1.295
7 N 0.59 0.10 -1.60  C1 1.453, H16 0.988, H17 1.126, H18 1.078
8 H -0.96 -1.46 -1.84  C1 1.117
9 H -1.39 0.00 -2.48  C1 1.065
10 H -2.62 -0.63 -0.73  C2 1.088
11 H -1.88 0.94 -0.54  C2 1.120
12 H -2.17 -2.28 1.70  C4 1.147
13 H -0.87 -1.78 2.73  C4 1.129
14 H 0.08 0.52 3.31  C5 1.095
15 H 1.43 1.25 2.26  C5 1.120
16 H 0.76 0.93 -2.10  N7 0.988
17 H 0.83 0.11 -0.50  N7 1.126
18 H 1.28 -0.58 -2.08  N7 1.078
19 H 2.98 1.49 0.11  O21 0.954
20 H 3.45 1.66 -1.48  O21 1.069
21 O 2.92 1.08 -0.75  H19 0.954, H20 1.069

***

(b)
Density functional theory data (wB97M-V/def2-TZVPD) for a 2-piece molecular cluster, C5H13N2O overall.

The HOMO energy comes out at -14.0 eV. The LUMO energy comes out at -3.3 eV. For the HOMO-LUMO gap, the calculation gives 10.7 eV. The charge is +1.

Bonds (Å) are listed after each position.
Atoms and positions in Å:
1 C 2.02 -0.75 -2.68  C2 1.490, H5 1.089, H6 1.088, H7 1.090
2 C 1.06 -0.19 -1.69  C1 1.490, C3 1.317, H8 1.087
3 C -0.25 -0.26 -1.81  C2 1.317, N4 1.477, H9 1.081
4 N -1.15 0.31 -0.79  C3 1.477, H10 1.056, H11 1.022, H12 1.023
5 H 1.48 -1.17 -3.53  C1 1.089
6 H 2.71 0.01 -3.05  C1 1.088
7 H 2.60 -1.55 -2.22  C1 1.090
8 H 1.44 0.33 -0.82  C2 1.087
9 H -0.79 -0.73 -2.62  C3 1.081
10 H -0.63 0.66 0.06  N4 1.056
11 H -1.71 1.08 -1.15  N4 1.022
12 H -1.80 -0.41 -0.46  N4 1.023
13 C -1.17 -0.62 2.53  C14 1.516, H17 1.090, H18 1.091, H19 1.087
14 C -0.71 0.83 2.49  C13 1.516, N15 1.428, O16 1.196
15 N 0.33 1.13 1.57  C14 1.428, H20 1.016, H21 1.016
16 O -1.26 1.70 3.11  C14 1.196
17 H -0.55 -1.31 1.95  C13 1.090
18 H -2.19 -0.62 2.15  C13 1.091
19 H -1.20 -0.93 3.57  C13 1.087
20 H 0.69 2.06 1.74  N15 1.016
21 H 1.08 0.44 1.63  N15 1.016

***

(c)
Density functional theory data (wB97M-V/def2-TZVPD) for an isolated ion of composition C5H13N2O and charge +1.

The HOMO energy comes out at -13.9 eV. The LUMO energy comes out at -2.9 eV. As for the SMILES: C=NCC[C@H]([NH3+])CO. For the HOMO-LUMO gap, the calculation gives 11.0 eV. The charge is +1.

Bonds (Å) are listed after each position.
Atoms and positions in Å:
1 C 0.34 1.76 2.59  N2 1.270, H9 1.100, H10 1.076
2 N 0.62 1.21 1.48  C1 1.270, C3 1.500
3 C 1.01 -0.24 1.46  N2 1.500, C4 1.488, H11 1.089, H12 1.095
4 C 0.05 -0.86 0.51  C3 1.488, C5 1.530, H13 1.099, H14 1.101
5 C 0.29 -0.37 -0.92  C4 1.530, N6 1.549, C7 1.512, H15 1.104
6 N -0.32 1.04 -1.14  C5 1.549, H16 1.022, H17 1.060, H18 1.017
7 C -0.39 -1.25 -1.94  C5 1.512, O8 1.407, H19 1.095, H20 1.112
8 O -1.75 -1.26 -1.56  C7 1.407, H21 0.954
9 H 0.30 2.85 2.44  C1 1.100
10 H 0.21 1.28 3.54  C1 1.076
11 H 0.98 -0.57 2.50  C3 1.089
12 H 2.05 -0.25 1.13  C3 1.095
13 H -0.98 -0.70 0.84  C4 1.099
14 H 0.10 -1.95 0.42  C4 1.101
15 H 1.35 -0.08 -0.98  C5 1.104
16 H -1.29 0.90 -1.45  N6 1.022
17 H -0.21 1.46 -0.17  N6 1.060
18 H 0.29 1.67 -1.66  N6 1.017
19 H -0.18 -0.85 -2.94  C7 1.095
20 H -0.07 -2.32 -1.93  C7 1.112
21 H -2.39 -1.49 -2.23  O8 0.954

***

Out of the structures above, which one is the most stable? Solution: (b).